Entry from OMol25: a cluster of 7 separate species, C55H115Cl3N6O6 in total (the ωB97M-V functional and the def2-TZVPD basis).

Output
Gap between HOMO and LUMO = 8.86 eV
Strongest force on any atom = 2.951 eV/Å
Net charge = 0
Total energy = -117684.6791 eV
SMILES string = CC1(C)CCCC(C)(C)N1O.CC1(C)CCCC(C)(C)N1O.CC1(C)CCCC(C)(C)N1O.CC1(C)CCCC(C)(C)N1O.CC1(C)CCCC(C)(C)N1O.CC1(C)CCCC(C)(C)N1O.ClC(Cl)Cl

Last column: Löwdin charge in e.
Atoms and positions in Å:
C1 3.003 -0.890 -0.488  -1.5851
Cl1 4.073 -0.670 -1.873  0.5585
Cl2 3.751 -0.361 0.994  0.5745
Cl3 2.550 -2.556 -0.495  0.5836
H1 2.066 -0.405 -0.814  -0.0055
C2 -3.699 -4.255 -1.216  -0.0215
C3 -3.316 -5.303 -2.298  -0.4831
C4 -3.982 -4.874 -3.594  -0.1351
C5 -3.282 -3.696 -4.303  -0.1882
C6 -1.902 -4.081 -4.576  -0.1862
C7 -1.090 -4.266 -3.317  -0.4872
N1 -1.826 -5.369 -2.564  -0.0719
O1 -1.146 -5.625 -1.376  -0.0721
C8 0.321 -4.828 -3.672  -0.0035
C9 -1.012 -2.990 -2.516  -0.0352
C10 -3.789 -6.689 -1.849  -0.0160
H2 -4.532 -4.520 -0.567  0.0854
H3 -3.923 -3.292 -1.629  0.0634
H4 -2.900 -4.130 -0.484  0.0716
H5 -3.983 -5.684 -4.331  0.1218
H6 -5.013 -4.679 -3.359  0.1170
H7 -3.295 -2.774 -3.703  0.0987
H8 -3.865 -3.565 -5.238  0.1274
H9 -1.385 -3.456 -5.331  0.1368
H10 -1.960 -5.029 -5.045  0.1114
H11 0.647 -4.301 -4.557  0.0742
H12 1.018 -4.693 -2.857  0.0659
H13 0.148 -5.878 -3.964  0.0985
H14 -0.503 -2.259 -3.188  0.0966
H15 -1.971 -2.721 -2.026  0.0577
H16 -0.296 -3.055 -1.695  0.0573
H17 -4.749 -6.576 -1.352  0.0808
H18 -3.026 -6.960 -1.104  0.0805
H19 -3.724 -7.440 -2.643  0.0900
H20 -1.233 -4.820 -0.850  0.0537
C11 0.770 -7.260 2.910  -0.0133
C12 1.048 -6.232 1.793  -0.4656
C13 2.363 -5.438 1.986  -0.1172
C14 3.778 -6.151 1.815  -0.1423
C15 3.679 -6.782 0.398  -0.1443
C16 2.423 -7.643 0.153  -0.5006
N2 1.195 -6.835 0.411  -0.0478
O2 0.089 -7.777 0.114  -0.0556
C17 2.388 -7.932 -1.338  -0.0531
C18 2.562 -9.021 0.935  -0.0215
C19 -0.074 -5.216 1.567  -0.0337
H21 -0.082 -7.935 2.742  0.0925
H22 0.537 -6.738 3.835  0.0825
H23 1.595 -7.866 3.073  0.0292
H24 2.388 -4.715 1.214  0.0386
H25 2.414 -5.060 3.022  0.1257
H26 3.949 -6.871 2.605  0.0884
H27 4.598 -5.464 1.945  0.0968
H28 4.628 -7.298 0.186  0.1217
H29 3.568 -5.981 -0.335  0.1082
H30 3.300 -8.380 -1.710  0.0847
H31 1.555 -8.593 -1.486  0.0719
H32 2.120 -7.116 -1.996  0.0741
H33 2.978 -8.806 1.964  0.0679
H34 1.613 -9.586 1.121  0.0886
H35 3.303 -9.659 0.416  0.0813
H36 0.177 -4.370 0.979  0.0518
H37 -0.355 -4.736 2.519  0.0900
H38 -0.926 -5.711 1.118  0.0719
H39 -0.340 -7.281 -0.602  0.0624
C20 3.632 3.580 -0.462  -0.0541
C21 4.504 3.827 -1.690  -0.5101
C22 4.138 2.813 -2.761  -0.1507
C23 4.768 3.203 -4.089  -0.1815
C24 4.422 4.598 -4.448  -0.1484
C25 4.880 5.627 -3.383  -0.4929
N3 4.197 5.201 -2.126  -0.0712
O3 4.692 5.979 -1.041  -0.0555
C26 6.425 5.710 -3.354  -0.0261
C27 4.330 7.027 -3.785  -0.0355
C28 5.969 3.573 -1.166  -0.0164
H40 4.006 3.988 0.508  0.0944
H41 3.624 2.499 -0.303  0.0599
H42 2.607 4.019 -0.630  0.0897
H43 4.476 1.828 -2.367  0.0635
H44 3.053 2.671 -2.881  0.0994
H45 4.520 2.553 -4.921  0.1142
H46 5.842 3.092 -3.936  0.1037
H47 3.379 4.830 -4.687  0.1243
H48 5.029 4.916 -5.338  0.1332
H49 6.913 4.758 -3.396  0.0508
H50 6.683 6.158 -4.296  0.0758
H51 6.790 6.345 -2.541  0.0932
H52 4.550 7.177 -4.841  0.0813
H53 3.258 7.039 -3.785  0.0668
H54 4.649 7.823 -3.097  0.0855
H55 6.033 2.660 -0.527  0.1002
H56 6.245 4.422 -0.584  0.0658
H57 6.745 3.465 -1.913  0.0579
H58 3.957 6.575 -0.794  0.1170
C29 -3.366 6.239 3.764  -0.0346
C30 -2.338 6.015 2.694  -0.5077
C31 -2.047 7.342 1.986  -0.1344
C32 -0.808 7.300 1.092  -0.1883
C33 0.388 6.907 1.873  -0.1450
C34 0.197 5.587 2.656  -0.4810
N4 -1.061 5.748 3.393  -0.0409
O4 -1.302 4.471 3.986  -0.0913
C35 0.264 4.382 1.679  -0.0153
C36 1.275 5.349 3.706  -0.0163
C37 -2.776 4.928 1.698  -0.0062
H59 -3.034 7.076 4.399  0.0916
H60 -3.453 5.357 4.438  0.0946
H61 -4.345 6.567 3.433  0.0857
H62 -2.929 7.692 1.438  0.1276
H63 -1.887 8.083 2.739  0.1067
H64 -0.589 8.262 0.610  0.1181
H65 -1.064 6.585 0.264  0.1193
H66 0.643 7.709 2.639  0.1426
H67 1.285 6.883 1.268  0.1120
H68 1.303 4.178 1.377  0.0796
H69 -0.073 3.478 2.124  0.0701
H70 -0.351 4.477 0.800  0.0406
H71 1.463 6.248 4.215  0.0669
H72 0.996 4.522 4.329  0.0789
H73 2.243 5.147 3.272  0.0839
H74 -3.780 5.206 1.379  0.1052
H75 -2.728 3.981 2.129  0.0457
H76 -2.199 4.900 0.843  0.0222
H77 -1.174 4.564 4.918  0.1045
C38 0.763 0.563 -4.073  -0.0202
C39 -0.411 1.212 -3.381  -0.5132
C40 -1.717 0.901 -4.092  -0.1249
C41 -2.984 1.249 -3.282  -0.1478
C42 -2.859 0.529 -1.934  -0.1200
C43 -1.660 0.970 -1.102  -0.5037
N5 -0.460 0.803 -1.968  -0.0812
O5 0.613 1.276 -1.261  -0.0686
C44 -1.755 2.400 -0.590  -0.0082
C45 -1.471 0.000 0.017  -0.0164
C46 -0.293 2.752 -3.443  -0.0150
H78 1.764 0.937 -3.749  0.0725
H79 0.739 0.809 -5.164  0.1032
H80 0.753 -0.513 -3.956  0.0666
H81 -1.673 1.452 -5.064  0.1306
H82 -1.776 -0.179 -4.296  0.1158
H83 -3.844 0.922 -3.850  0.1083
H84 -3.181 2.267 -3.051  0.0897
H85 -2.702 -0.513 -2.155  0.0892
H86 -3.769 0.602 -1.337  0.1294
H87 -2.336 2.378 0.348  0.0924
H88 -0.789 2.860 -0.442  0.0598
H89 -2.180 3.072 -1.279  0.0590
H90 -2.345 0.062 0.660  0.0679
H91 -1.455 -1.029 -0.339  0.0779
H92 -0.537 0.265 0.511  0.0889
H93 -0.456 3.146 -4.448  0.0974
H94 0.604 3.182 -2.961  0.0820
H95 -1.065 3.175 -2.881  0.0383
H96 0.793 2.219 -1.295  0.0682
C47 -1.465 -0.206 6.106  -0.0183
C48 -1.487 -0.194 4.560  -0.5117
C49 -1.719 -1.586 3.991  -0.1398
C50 -3.203 -1.955 4.013  -0.1785
C51 -3.950 -0.843 3.359  -0.1576
C52 -3.834 0.536 4.063  -0.4863
N6 -2.399 0.777 3.978  -0.0836
O6 -2.022 2.002 4.574  -0.0705
C53 -4.552 1.512 3.027  -0.0309
C54 -4.504 0.752 5.425  -0.0157
C55 -0.032 0.157 4.161  -0.0313
H97 -2.260 -0.870 6.453  0.0673
H98 -1.769 0.743 6.460  0.0564
H99 -0.492 -0.573 6.530  0.1022
H100 -1.411 -1.547 2.978  0.0963
H101 -1.177 -2.319 4.551  0.1174
H102 -3.508 -2.195 5.068  0.1222
H103 -3.421 -2.860 3.443  0.1092
H104 -4.999 -1.124 3.335  0.1196
H105 -3.640 -0.687 2.324  0.1023
H106 -4.164 1.383 2.002  0.0630
H107 -5.533 1.077 2.818  0.0740
H108 -4.615 2.557 3.374  0.0814
H109 -3.903 1.589 5.835  0.0855
H110 -5.582 1.029 5.403  0.0932
H111 -4.394 -0.194 5.960  0.0681
H112 0.182 -0.029 3.093  0.0789
H113 0.685 -0.476 4.716  0.0871
H114 0.204 1.152 4.469  0.0647
H115 -1.831 2.619 3.807  0.1005